(1)
A cluster of 6 separate species, C20H30F2O18 in total, computed with ωB97M-V with the def2-TZVPD basis set.

Gap between HOMO and LUMO (spin up / spin down), hartree: 0.2826 / 0.0686
2S+1: 2
⟨S²⟩: 0.757
Charge: +1
DFT total energy, Ha: -2333.72215
HOMO level (spin up / spin down), eV: -11.94 / -11.94

Positions of all 70 atoms, in Å:
C -1.00459 -1.13241 -0.54925
C -0.70209 -2.12491 0.55357
O 0.32566 -2.93494 0.02336
C 0.57893 -2.56875 -1.22635
O 1.35120 -3.09558 -2.01490
O -0.39124 -1.75919 -1.63936
H -0.63606 -0.11061 -0.45860
H -2.07705 -1.06871 -0.73327
H -1.52028 -2.84507 0.55944
H -0.35513 -1.72153 1.50489
C -0.29916 0.78964 4.50135
C -1.21535 0.52004 3.34914
O -0.42677 0.91347 2.23279
C 0.85785 1.01750 2.53997
O 1.82727 0.86050 1.82476
O 0.96197 1.05124 3.87647
H -0.29719 -0.04425 5.20329
H -0.64719 1.67513 5.03322
H -1.90646 1.35665 3.45188
H -1.57285 -0.50678 3.27224
C 6.38304 0.99157 1.31712
C 6.61750 -0.26124 2.08284
O 5.70471 -1.37269 1.75725
C 5.95182 -2.05606 0.64531
O 6.77319 -1.72435 -0.23627
O 4.98275 -3.04627 0.42149
C 3.87374 -3.26294 1.28532
H 6.37444 0.83346 0.23868
H 6.89132 1.90580 1.62364
H 5.35272 1.33473 1.41079
H 6.46777 -0.10835 3.15162
H 7.67884 -0.50747 2.05043
H 3.07690 -3.82827 0.80205
H 3.30187 -2.40964 1.64997
H 4.14481 -3.74846 2.22280
C 0.98415 2.68648 -1.48261
C -0.50781 2.85037 -1.20963
O -0.69576 3.61348 -0.03819
C -1.95084 3.88588 0.50082
O -3.06228 3.51072 0.02323
O -1.88178 4.54071 1.67403
C -0.57903 4.72651 2.25580
H 1.30452 3.65150 -1.87529
H 1.11971 1.92918 -2.25475
H 1.63736 2.57829 -0.61674
H -0.85547 1.84443 -0.97443
H -1.07574 3.23847 -2.05516
H 0.05490 3.84068 2.21666
H -0.59129 5.11290 3.27494
H -0.12296 5.66643 1.94493
C -6.87831 -0.78636 0.05143
C -7.36868 -1.76125 -1.02665
O -6.24067 -2.34438 -1.61089
C -5.17440 -2.02136 -0.88727
O -4.12107 -2.53986 -1.08701
O -5.49545 -1.07638 0.07756
F -8.05424 -1.18400 -2.00257
H -7.41113 -0.84076 1.00078
H -6.92340 0.23808 -0.31814
H -7.92951 -2.60487 -0.62429
C -0.49763 -1.85247 -5.16034
C 0.44748 -0.74983 -4.72391
O -0.28932 0.13034 -3.97898
C -1.56309 -0.23974 -3.93449
O -2.46142 0.39596 -3.43311
O -1.73856 -1.36749 -4.71397
F 0.95292 -0.11588 -5.74711
H -0.14491 -2.75932 -4.66908
H -0.53867 -2.03408 -6.23431
H 1.22550 -1.17357 -4.08892

Mulliken atomic charge list, values in e, 2 entries: atom 1 (C): 0.43, atom 2 (C): -0.08

(2)
A cluster of 2 separate species, C2H8P2S in total, computed with ωB97M-V with the def2-TZVPD basis set.

ΔE to the lowest compared entry with this formula, charge and spin, kcal per mole: 57.2
Gap between HOMO and LUMO, hartree: 0.3105
DFT total energy, Ha: -1161.80210
HOMO level, eV: -9.10

Positions of all 13 atoms, in Å:
C 0.47920 1.96677 -1.75171
C -0.98639 -2.63800 1.03514
P 2.62121 1.55170 0.47944
P 2.43648 1.91144 -1.53530
S -0.92319 -1.00744 1.77341
H 0.01305 3.02862 -1.65761
H 0.26928 1.45742 -2.76141
H 0.07688 1.57669 -0.87826
H -0.19656 -3.18421 1.54464
H -1.96670 -3.07296 1.37586
H -0.87769 -2.44883 -0.02314
H 1.33797 1.48124 0.78695
H -2.28353 -0.62244 1.61198

Mulliken atomic charge list, values in e, 2 entries: atom 1 (C): -0.71, atom 2 (C): -0.65

(3)
A structure of composition C10H20N2PSTc, computed with ωB97M-V with the def2-TZVPD basis set.

ΔE to the lowest compared entry with this formula, charge and spin, kcal per mole: 0.0
Gap between HOMO and LUMO (spin up / spin down), hartree: 0.2796 / 0.2427
2S+1: 4
⟨S²⟩: 4.159
Charge: +1
DFT total energy, Ha: -1322.48155
HOMO level (spin up / spin down), eV: -11.71 / -11.05

Positions of all 35 atoms, in Å:
C 0.15138 0.31365 -4.08078
C -0.07332 -0.38105 -5.25178
C -0.39662 -1.75775 -5.29508
C -0.49822 -2.61145 -4.17148
C -0.32452 -2.18495 -2.87058
Tc -0.14342 -0.29645 -2.17838
P -0.00562 1.99575 -1.42948
H 0.49428 1.35095 -4.23018
H 0.05558 0.13305 -6.21228
H -0.51652 -2.21475 -6.28568
H -0.33382 -2.99665 -2.12448
H -0.67022 -3.67725 -4.36688
H -1.08932 2.53645 -0.69378
H 0.13218 2.98535 -2.43358
H 1.06678 2.35845 -0.57648
C 0.75928 2.45645 2.46372
C -0.58872 1.74905 2.60612
N -0.85062 0.84495 1.49772
C -0.03662 -0.26865 1.09982
S -0.57682 -1.25695 -0.08198
N 0.96918 -0.86745 1.93262
C 0.92858 -0.94345 3.38582
C -0.37702 -1.59635 3.85472
H 1.59868 1.73365 2.41502
H 0.92068 3.11925 3.33952
H 0.77028 3.07925 1.55012
H -0.65432 1.21545 3.56892
H -1.38312 2.52485 2.63762
H -1.68892 1.04405 0.93172
H 1.61848 -1.53185 1.48472
H 1.76208 -1.59125 3.73212
H 1.09648 0.03975 3.85642
H -0.47512 -2.60975 3.41072
H -0.37712 -1.69275 4.96032
H -1.26382 -1.00175 3.55522

Mulliken atomic charge list, values in e, 2 entries: atom 1 (C): -0.15, atom 2 (C): -0.43

(4)
A structure of composition C35H37As2CrN4O9, computed with ωB97M-V with the def2-TZVPD basis set.

Gap between HOMO and LUMO (spin up / spin down), hartree: 0.2276 / 0.2301
2S+1: 4
⟨S²⟩: 3.790
Charge: +2
DFT total energy, Ha: -7767.75946
HOMO level (spin up / spin down), eV: -11.81 / -12.04

Positions of all 88 atoms, in Å:
Cr 1.22737 0.67515 0.46781
C -2.62277 0.84851 2.48080
C -1.26962 0.60554 2.22912
N -0.66408 0.99150 1.11809
C -1.38791 1.64837 0.17757
C -2.78310 1.86957 0.31298
C -3.38481 1.47312 1.52553
C -3.48197 2.45448 -0.76078
C -2.80568 2.79688 -1.90588
C -1.42439 2.64584 -2.02099
C -0.67630 2.10963 -0.97439
N 0.66379 1.87978 -0.89591
C 1.61540 2.28938 -1.78377
C 1.57713 3.32277 -2.71526
C 2.65804 3.54813 -3.57078
C 3.79496 2.77959 -3.51977
C 3.91903 1.77300 -2.54112
C 5.06640 0.96950 -2.37019
C 5.09555 0.04419 -1.35521
C 3.99312 -0.07498 -0.50651
N 2.89681 0.65361 -0.64408
C 2.83484 1.55443 -1.65399
H -3.04453 0.53146 3.41955
H -0.67198 0.07441 2.95801
H -4.43042 1.68443 1.68966
H -4.54495 2.61115 -0.68145
H -3.34753 3.20586 -2.74317
H -0.94875 2.92332 -2.94653
H 0.73623 3.99552 -2.76358
H 2.58114 4.34820 -4.29239
H 4.60716 2.94912 -4.20679
H 5.90800 1.09226 -3.03251
H 5.95590 -0.58586 -1.19980
H 3.99998 -0.77580 0.32019
C -1.51729 0.30734 -4.91209
O -1.83238 -0.48571 -3.76558
C -0.89481 -0.67662 -2.88677
O 0.24052 -0.21282 -2.96428
C -1.19157 -1.51330 -1.69512
C -2.28190 -2.22883 -1.40198
As -2.51897 -3.49055 0.07842
C -4.19882 -2.68935 0.76006
C -1.24439 -2.73291 1.34729
C -0.07484 -2.14791 1.04713
As 0.44402 -1.34285 -0.64992
C 1.53368 -2.79333 -1.40999
C 0.94668 -1.81747 2.04645
O 1.63695 -0.78733 1.94671
O 1.12594 -2.71504 2.97659
C 2.03347 -2.47158 4.05314
C -1.58894 -3.07460 2.75302
O -1.45246 -2.33805 3.69623
O -2.11527 -4.29577 2.78205
C -2.43219 -4.85154 4.06193
C -3.53084 -2.27571 -2.22156
O -4.13999 -1.32338 -2.61797
O -3.91281 -3.55270 -2.31689
C -5.10199 -3.84898 -3.05608
H -2.39834 0.90260 -5.13678
H -1.29593 -0.35623 -5.74748
H -0.65275 0.93854 -4.70754
H -5.04787 -3.17061 0.27241
H -4.23316 -1.61955 0.55777
H -4.28445 -2.86627 1.83101
H 0.93131 -3.70913 -1.44810
H 2.41808 -2.95567 -0.78711
H 1.85899 -2.52040 -2.41945
H 1.52981 -2.82433 4.95242
H 2.27288 -1.41027 4.13464
H 2.94309 -3.04876 3.88803
H -3.30115 -5.49213 3.92652
H -2.64180 -4.04662 4.76996
H -1.58339 -5.44550 4.40586
H -5.59712 -4.67698 -2.55317
H -4.83329 -4.14676 -4.07046
H -5.74974 -2.97179 -3.08659
C 2.61262 3.34727 4.10394
N 3.31072 3.55911 2.85516
C 4.37792 4.53930 2.84234
C 2.95292 2.91282 1.76425
O 2.02188 2.09082 1.71946
H 2.13765 4.27554 4.42286
H 3.31493 3.02306 4.87200
H 1.85283 2.58121 3.96483
H 4.53329 4.90397 3.85421
H 4.12247 5.38512 2.20306
H 5.30793 4.09885 2.48308
H 3.54582 3.14972 0.86765

Mulliken atomic charge list, values in e, 2 entries: atom 1 (Cr): -0.43, atom 2 (C): -0.91

(5)
A cluster of 2 separate species, C3H4BrNS in total, computed with ωB97M-V with the def2-TZVPD basis set.

ΔE to the lowest compared entry with this formula, charge and spin, kcal per mole: 65.3
Gap between HOMO and LUMO, hartree: 0.3374
DFT total energy, Ha: -3143.54797
HOMO level, eV: -9.87

Positions of all 10 atoms, in Å:
C -0.11374 1.95685 -1.10724
C -0.91822 -1.22296 0.78134
C 1.04763 0.33812 -0.48994
N -0.66746 2.93832 -0.96333
S 0.08405 -1.13780 -0.75120
Br 2.67157 0.49980 -1.44082
H -1.61748 -2.12180 0.62772
H -1.40706 -0.21573 1.06551
H -0.33778 -1.64951 1.65369
H 1.25849 0.61471 0.62427

Mulliken atomic charge list, values in e, 2 entries: atom 1 (C): 0.13, atom 2 (C): -0.79

(6)
An isolated molecule of C4H6S, computed with ωB97M-V with the def2-TZVPD basis set.

ΔE to the lowest compared entry with this formula, charge and spin, kcal per mole: 61.9
Gap between HOMO and LUMO, hartree: 0.3034
Structure (SMILES): C=CCC=S
DFT total energy, Ha: -554.07345
HOMO level, eV: -8.73

Positions of all 11 atoms, in Å:
C 1.22447 -0.84982 -0.19991
C 1.03940 0.42574 -0.13877
C -0.45460 0.86977 -0.05443
C -1.32721 -0.26933 0.34911
S -2.91848 -0.16401 -0.19332
H 0.27323 -1.36139 -0.35862
H 2.18844 -1.57272 -0.40803
H 1.95696 1.07318 0.17958
H -0.48053 1.57333 0.81036
H -0.65222 1.42114 -1.09013
H -0.84945 -1.14589 1.10416

Mulliken atomic charge list, values in e, 2 entries: atom 1 (C): -0.69, atom 2 (C): -0.13